1.
Here is 10 unconnected molecules or ions with the total composition C4H28NO10S2 in a non-equilibrium geometry from OMol25. Energies are from ωB97M-V/def2-TZVPD.

Each line ends with the natural charge from an NBO analysis.
Geometry (Å):
N  1.7023  -0.4456  -0.8450  -0.9118
C  0.4716  -0.5896  -0.1093  -0.1182
C  0.6161  -0.9253  1.3760  -0.1123
O  0.9736  -2.2069  1.8692  -0.8071
C  -0.4170  -1.5968  -0.7917  -0.5724
S  -0.6952  -1.1684  -2.5175  0.1305
S  -2.8042  -1.3110  -2.7085  0.0113
C  -3.5768  -0.1641  -1.4210  -0.7169
H  2.1457  -1.4015  -0.6729  0.3672
H  2.4400  0.2623  -0.4655  0.4243
H  -0.0284  0.5320  -0.1163  0.2336
H  -0.3373  -0.5737  1.9358  0.1696
H  1.4203  -0.2858  1.8807  0.2122
H  0.1297  -2.5818  -0.7650  0.2218
H  -1.2981  -1.7171  -0.1078  0.2369
H  -3.2634  0.8561  -1.5784  0.2138
H  -3.2380  -0.5266  -0.4260  0.2190
H  -4.6381  -0.2026  -1.6039  0.2181
H  -2.7309  1.8874  -0.0978  0.4529
H  -1.4043  2.7063  -0.2062  0.5257
O  -1.8570  1.8797  -0.0417  -0.9679
H  0.5685  3.0438  -1.4884  0.4944
H  0.9753  2.8875  0.0041  0.5164
O  0.3208  3.3039  -0.6152  -1.0050
H  2.1195  1.2403  -2.2780  0.5172
H  1.4502  2.0148  -3.5270  0.4630
O  1.9538  2.1373  -2.7839  -0.9836
H  3.1539  3.0917  1.6198  0.4446
H  3.2892  1.5549  1.0880  0.5094
O  2.8565  2.5656  0.9723  -1.0741
H  4.6621  0.3802  1.3417  0.4397
H  3.6161  -1.3568  1.1244  0.5281
O  3.7362  0.2009  1.2186  -1.1969
H  4.4880  -2.7106  0.9579  0.4674
H  1.9195  -2.5023  1.6011  0.5234
O  3.6127  -2.4028  1.0222  -1.0556
H  -0.6876  1.9360  2.7060  0.4756
H  0.6331  2.5801  2.6378  0.4728
O  -0.2424  2.6345  3.1296  -0.9545
H  -2.5422  0.0418  2.2524  0.4766
H  -2.4994  1.3943  1.6381  0.4775
O  -2.6229  0.9864  2.5315  -0.9716
H  -1.3413  -2.7041  2.4012  0.4817
H  -1.5240  -2.0139  3.6567  0.4691
O  -1.9774  -2.2723  2.9092  -0.9459

Atomic forces in eV per Å
N 2.703 -1.082 0.176
C -0.913 3.631 0.678
C 0.745 2.307 2.976
O 0.538 -1.683 -1.168
C 0.329 -1.217 1.194
S -1.497 0.514 0.048
S 0.181 0.422 0.708
C 1.485 -0.842 -0.438
H 0.055 1.722 -0.710
H -1.914 -1.773 -0.014
H 0.835 -2.939 0.042
H 1.230 -0.981 -1.010
H -1.007 0.018 -1.318
H -0.564 0.749 -0.025
H 0.273 0.043 -1.206
H 0.269 0.059 -0.208
H -0.635 0.324 -0.610
H -0.383 -0.429 0.214
H -5.744 0.796 -0.749
H 0.462 0.753 -0.212
O 5.198 -1.318 0.908
H 0.769 -0.495 -0.941
H -0.208 0.557 -0.752
O -0.216 0.164 1.849
H -0.976 2.148 -1.742
H -1.882 -1.129 -2.678
O 2.590 -1.224 4.357
H 1.732 2.897 3.682
H -0.691 0.924 0.114
O -1.620 -4.059 -3.729
H 0.641 -0.031 0.079
H 0.547 -0.511 -0.099
O -0.433 -0.023 -0.163
H 1.533 -0.388 -0.056
H -1.733 0.994 0.390
O -2.066 1.285 0.146
H -1.569 -1.554 -0.542
H -1.235 0.398 0.988
O 2.927 1.176 -0.411
H -0.109 0.614 0.840
H 0.208 0.093 1.042
O 0.080 -0.972 -1.596
H 1.890 -1.163 -1.513
H 1.492 0.998 2.591
O -3.318 0.227 -1.134

Results
**Orbital gap**: 8.4 eV
**Electronic energy**: -48238.9542 eV
**E_LUMO**: 2.54 eV
**Charge**: -1

2.
Here is a molecular structure, C14H33CrN7O6 in a non-equilibrium geometry from OMol25. Energies are from ωB97M-V/def2-TZVPD.

Each line ends with the natural charge from an NBO analysis.
Geometry (Å):
O  -1.7499  0.0966  -3.5401  -0.7410
H  -2.5124  0.3599  -4.1325  0.5389
Cr  -0.5607  -0.1317  0.0328  1.2303
N  -1.5316  1.4781  0.1843  -0.1190
N  0.7349  1.0796  -0.9833  -0.1412
N  -1.3655  -1.1482  1.3443  -0.1580
N  0.8087  -1.5751  -0.0756  -0.1120
O  -2.7222  1.5225  0.7743  -0.5795
O  -2.4319  -0.7004  2.0743  -0.5261
O  1.9442  -1.5809  -0.7968  -0.5189
O  1.9830  0.7746  -1.2503  -0.5804
C  0.3071  2.3419  -1.0395  0.1810
C  -0.9819  2.5585  -0.4353  0.1745
C  -0.5378  -2.1349  1.7797  0.2619
C  0.6602  -2.3883  0.9641  0.2054
C  -1.6282  3.8875  -0.2771  -0.6651
H  -2.4018  4.0596  -1.0423  0.2451
H  -0.8402  4.6519  -0.3751  0.2248
H  -2.1147  3.9574  0.7104  0.2621
C  1.2669  3.3455  -1.5068  -0.6667
H  1.7298  3.1103  -2.4738  0.2521
H  2.0399  3.4796  -0.7484  0.2466
H  0.7837  4.3013  -1.5921  0.2246
C  -0.8567  -2.9380  2.9932  -0.6917
C  1.7842  -3.3128  1.2313  -0.6801
H  -1.9498  -2.9318  3.0901  0.2668
H  -0.4526  -2.5773  3.9629  0.2637
H  -0.5249  -3.9764  2.8122  0.2439
H  2.7471  -2.8235  1.0772  0.2616
H  1.8159  -4.2325  0.6556  0.2602
H  1.7419  -3.6289  2.2511  0.2285
H  -2.6692  0.2951  1.7079  0.5151
H  1.9892  -0.5310  -1.0174  0.4739
C  -0.4006  -0.4764  -4.1593  -0.2414
H  0.0281  0.3434  -4.7261  0.2110
H  -0.6842  -1.3026  -4.8152  0.2149
H  0.4007  -0.6756  -3.3157  0.2499
O  -1.6279  -0.8263  -1.4138  -0.9682
H  -1.9211  -0.2736  -2.4522  0.5245
H  -2.1557  -1.6046  -1.1822  0.5001
C  4.0249  0.5866  1.8697  -0.4122
N  3.2140  0.5791  3.0776  -0.4535
C  3.8322  -0.0826  4.2069  -0.4062
C  1.8400  0.7514  3.0020  0.6535
N  1.1657  0.6476  1.8801  -0.8845
N  1.1740  0.9291  4.1757  -0.4338
C  1.7729  1.5474  5.3492  -0.4064
C  -0.2747  0.9283  4.0881  -0.4004
H  5.0799  0.6434  2.1704  0.2226
H  3.7631  1.4663  1.2705  0.2159
H  3.8404  -0.3190  1.2636  0.1893
H  4.1718  0.6283  4.9671  0.2017
H  3.1460  -0.7784  4.6911  0.2033
H  4.6917  -0.6545  3.8428  0.2138
H  1.8251  0.6396  1.0968  0.3665
H  1.0072  2.2131  5.7553  0.2130
H  2.0216  0.8051  6.1260  0.2017
H  2.6477  2.1478  5.0689  0.2169
H  -0.5865  1.6953  3.3607  0.2132
H  -0.6554  -0.0564  3.7515  0.2013
H  -0.6624  1.1959  5.0778  0.2122

Atomic forces in eV per Å
O 0.927 0.157 -1.738
H 1.629 -0.642 0.577
Cr 2.413 1.803 -1.456
N -0.401 2.973 -0.990
N -1.598 1.776 0.068
N 0.745 -2.663 2.800
N -0.209 -1.629 2.067
O 1.076 -0.090 -0.003
O 0.597 -0.294 -0.064
O -0.975 -0.860 0.895
O 0.033 0.218 -0.233
C 1.588 -2.898 -0.135
C -2.111 -1.646 2.000
C -2.483 1.819 -0.052
C 1.177 1.288 -3.031
C 0.166 0.339 -0.134
H 0.230 0.001 0.224
H -0.578 -0.079 0.077
H 0.215 -0.098 -0.428
C 0.058 0.949 -0.133
H -0.077 -0.212 0.406
H 0.267 -0.192 -0.105
H -0.180 0.497 -0.209
C -0.412 -0.485 0.051
C 0.130 -0.364 0.882
H 0.250 -0.077 0.125
H 0.046 -0.016 -0.762
H -0.105 0.447 0.314
H -0.201 0.204 -0.143
H -0.339 0.042 -0.438
H 0.055 -0.259 0.821
H 0.409 -0.828 -0.631
H 0.670 0.539 -0.806
C -0.256 0.951 1.339
H -0.285 0.089 -0.175
H 0.234 0.010 0.520
H -2.373 0.063 -1.367
O -0.491 -0.140 0.047
H 0.549 -0.849 0.875
H 0.059 0.357 -0.186
C -0.449 0.114 -0.130
N -0.263 0.571 -0.092
C 0.113 -0.119 0.439
C 0.193 -0.789 -0.044
N 0.174 0.348 -1.059
N 0.194 -0.398 -0.338
C -0.193 0.096 0.100
C -0.211 0.126 -0.130
H -0.396 0.013 -0.281
H 0.242 -0.191 -0.024
H 0.249 0.218 0.060
H 0.156 -0.201 -0.088
H -0.044 -0.027 -0.034
H -0.182 0.094 0.153
H -0.026 -0.259 0.410
H 0.308 0.067 0.102
H 0.082 0.344 -0.260
H -0.242 -0.233 0.184
H -0.171 -0.292 0.180
H 0.106 0.629 0.313
H -0.092 -0.313 -0.333

Results
**Orbital gap (spin up / spin down)**: 6.7 / 6.6 eV
**Electronic energy**: -66178.6874 eV
**E_LUMO (spin up / spin down)**: -3.62 / -3.92 eV
**Expectation value of S²**: 3.838
**2S+1**: 4
**Charge**: +1

3.
Here is a molecular structure, CH3O2S from OMol25. Energies are from ωB97M-V/def2-TZVPD.

Each line ends with the natural charge from an NBO analysis.
Geometry (Å):
S  -1.0699  -1.1320  -1.5752  -0.7968
H  -2.0605  -0.3554  -1.9440  0.1005
O  1.4840  1.0466  1.8756  -0.6785
C  0.9891  0.4614  0.9315  0.6459
O  -0.2230  0.0120  0.8856  -0.7426
H  1.5047  0.3014  -0.0335  0.0646
H  -0.6243  -0.3341  -0.1400  0.4069

Atomic forces in eV per Å
S 0.455 -0.605 -0.203
H -0.602 0.516 -0.228
O 0.371 -0.154 0.018
C -0.792 0.150 -0.561
O -0.555 0.072 0.202
H 0.438 0.068 0.084
H 0.686 -0.046 0.688

Results
**Orbital gap**: 8.2 eV
**Electronic energy**: -16017.6374 eV
**E_LUMO**: 4.14 eV
**Charge**: -1

4.
Here is a single C22H28Cl2N2O5S molecule from OMol25. Energies are from ωB97M-V/def2-TZVPD.

Each line ends with the natural charge from an NBO analysis.
Geometry (Å):
C  0.7285  -4.9589  -0.4965  -0.6058
C  -0.4332  -4.1012  -0.0139  -0.3985
H  -0.4038  -4.0205  1.0740  0.2003
H  -1.3793  -4.5760  -0.2818  0.2027
C  -0.3780  -2.7016  -0.6350  -0.2123
N  -1.4682  -1.8687  -0.2008  -0.3256
C  -2.6451  -1.7112  -0.8507  0.2481
C  -3.3994  -0.7679  -0.1570  -0.2631
C  -2.6233  -0.3836  0.9746  -0.2877
C  -1.4553  -1.0861  0.9295  0.1448
C  -0.2968  -1.0366  1.8593  -0.6450
H  -0.0779  -2.0163  2.2822  0.2119
H  -0.5167  -0.3485  2.6710  0.2306
H  0.5844  -0.6814  1.3257  0.2313
H  -2.9168  0.2922  1.7536  0.2270
C  -4.6650  -0.2173  -0.5763  0.5568
O  -5.4797  -0.7686  -1.2879  -0.5522
C  -4.9073  1.2246  -0.0979  -0.1784
H  -5.7527  1.6496  -0.6458  0.2166
H  -5.1129  1.2575  0.9775  0.2259
O  -3.7355  1.9854  -0.3903  -0.4916
C  -3.2129  2.7475  0.5584  0.8066
O  -3.6933  2.9587  1.6392  -0.5726
C  -1.8874  3.2849  0.0942  -0.1884
C  -0.8702  2.3907  -0.2180  -0.0870
C  0.3687  2.8466  -0.6197  -0.3707
C  0.5959  4.2093  -0.7430  0.0014
C  -0.4041  5.1206  -0.4370  -0.2504
C  -1.6399  4.6536  -0.0079  0.0195
Cl  -2.8767  5.7771  0.3652  0.0566
H  -0.2253  6.1795  -0.5324  0.2472
Cl  2.1142  4.7665  -1.2852  0.0527
S  1.6702  1.6593  -0.9907  2.3311
O  2.1072  1.8632  -2.3385  -0.9230
O  1.1858  0.3641  -0.6104  -0.9595
N  2.8627  2.1444  0.0586  -0.8750
H  3.5980  2.6415  -0.4199  0.4133
C  3.3371  1.2515  1.0924  -0.2210
H  3.5641  1.8507  1.9809  0.2004
C  4.5678  0.4324  0.6818  -0.2253
C  5.0428  -0.4091  1.8640  -0.6027
H  5.9297  -0.9755  1.5919  0.2150
H  4.2669  -1.1088  2.1657  0.2037
H  5.2867  0.2227  2.7150  0.2082
C  4.2559  -0.4509  -0.5226  -0.6131
H  3.8928  0.1423  -1.3596  0.2163
H  5.1473  -0.9873  -0.8397  0.2127
H  3.4847  -1.1745  -0.2691  0.2069
H  5.3648  1.1347  0.4078  0.1898
H  2.5043  0.5863  1.3227  0.2173
H  -1.0325  1.3263  -0.1386  0.2593
C  -2.9752  -2.3967  -2.1245  -0.6673
H  -3.9775  -2.1089  -2.4277  0.2669
H  -2.2726  -2.1195  -2.9117  0.2184
H  -2.9467  -3.4792  -2.0052  0.2197
H  -0.4170  -2.7864  -1.7231  0.2122
H  0.5580  -2.2026  -0.3735  0.2221
H  0.6979  -5.0708  -1.5778  0.2044
H  0.6838  -5.9480  -0.0479  0.2159
H  1.6780  -4.5014  -0.2277  0.2028

Atomic forces in eV per Å
C -0.196 0.082 0.108
C 0.168 0.106 -0.180
H -0.085 0.037 0.026
H -0.061 0.044 0.053
C 0.203 -0.537 0.077
N -0.185 0.200 0.043
C -0.674 0.402 -0.115
C 0.636 -0.751 -0.069
C 0.059 -0.206 -0.079
C -0.041 0.378 0.424
C 0.032 -0.106 -0.144
H 0.067 -0.047 0.107
H 0.001 0.024 0.060
H 0.094 -0.010 0.122
H 0.003 0.181 0.225
C -0.157 0.513 -0.045
O -0.101 0.056 0.038
C -0.524 -0.239 0.083
H 0.156 -0.088 0.082
H 0.021 -0.019 -0.143
O -0.063 -0.106 -0.440
C 0.313 0.322 0.292
O 0.006 -0.063 -0.059
C 0.061 0.169 0.021
C -0.041 0.004 -0.031
C 0.345 -0.357 -0.135
C -0.431 -0.034 0.113
C 0.031 -0.199 0.011
C 0.247 -0.510 -0.037
Cl -0.193 0.308 0.029
H 0.022 0.074 -0.015
Cl 0.380 0.699 -0.201
S 0.006 0.585 0.106
O 0.046 0.158 0.109
O -0.083 0.079 0.270
N -0.469 -0.280 -0.648
H -0.058 0.139 -0.232
C 0.198 -0.332 0.339
H -0.066 -0.096 -0.032
C -0.248 -0.164 0.044
C 0.006 0.302 -0.201
H 0.081 -0.088 0.025
H -0.101 -0.126 0.058
H 0.045 0.014 0.154
C 0.137 0.215 0.106
H 0.064 -0.088 -0.143
H 0.062 -0.060 -0.064
H -0.096 -0.122 0.018
H -0.012 0.020 0.016
H 0.117 -0.078 0.235
H -0.128 -0.127 0.010
C 0.075 0.008 -0.072
H 0.021 -0.047 -0.020
H 0.035 -0.043 -0.084
H -0.012 -0.100 -0.054
H 0.058 0.073 0.062
H -0.041 -0.032 -0.092
H 0.052 -0.049 -0.131
H 0.067 -0.096 -0.007
H 0.154 0.005 0.006

Results
**Orbital gap**: 8.3 eV
**Electronic energy**: -72366.8157 eV
**E_LUMO**: 0.17 eV
**Charge**: 0

Energy relative to the best compared isomer or geometry (same formula, charge and spin): 69.6; 0.0; 3.3; 0.0 (kcal/mol)